81
Properties=species:S:1:pos:R:3 method="wB97M-V/def2-TZVPD" multiplicity=1 relative_energy_kj_mol=3.99 e_lumo_ev="-0.702 / -0.702" gap_ha="0.24931 / 0.24933" charge=0
Re 0.29 0.80 1.95
S 1.24 0.16 4.19
Sb 2.80 1.51 3.19
S 0.84 2.96 1.92
S 1.62 3.64 3.78
C -4.25 -0.33 1.07
Si -2.93 1.00 0.97
C -3.11 1.97 -0.63
C -2.16 2.65 3.39
N -1.32 0.23 0.99
C -1.23 -0.98 0.26
C -1.98 -1.30 -0.87
C -1.89 -2.55 -1.46
C -1.04 -3.52 -0.95
C -0.24 -3.20 0.14
C -0.31 -1.94 0.68
O 0.54 -1.53 1.72
C 1.84 -2.06 1.68
C 2.59 -2.02 0.52
C 3.89 -2.50 0.53
C 4.42 -3.04 1.70
C 3.65 -3.10 2.85
C 2.35 -2.61 2.85
H -5.21 0.08 1.37
H -3.98 -1.10 1.80
H -4.39 -0.82 0.11
H -3.78 2.83 -0.50
H -3.53 1.37 -1.44
H -2.14 2.34 -0.96
H -2.63 3.09 4.27
H -1.45 3.38 3.00
H -0.63 1.71 4.39
H -2.64 -0.56 -1.30
H -2.49 -2.77 -2.34
H -0.99 -4.50 -1.39
H 0.47 -3.92 0.53
H 2.16 -1.62 -0.40
H 4.48 -2.46 -0.37
H 5.43 -3.42 1.71
H 4.05 -3.52 3.76
H 1.73 -2.64 3.73
N -6.82 1.72 4.72
C -5.91 0.71 4.60
O -6.17 -0.43 4.93
C -4.58 1.08 4.00
C -3.47 0.25 4.44
C -2.14 0.41 4.34
N -1.40 1.46 3.77
C -3.24 2.34 2.35
C -4.52 2.00 3.03
H -7.69 1.49 5.16
H -6.53 2.68 4.68
H -3.78 -0.67 4.94
H -1.50 -0.37 4.74
H -3.38 3.25 1.76
H -5.43 2.50 2.70
C 1.77 -0.04 -6.20
C 3.15 0.20 -5.59
C 3.77 1.42 -6.28
C 4.03 -1.03 -5.86
C 3.08 0.45 -4.08
C 4.26 0.75 -3.38
C 4.29 0.97 -2.01
C 3.09 0.89 -1.34
O 2.82 1.03 -0.01
B 1.43 0.79 0.15
O 0.88 0.54 -1.12
C 1.92 0.59 -2.01
C 1.88 0.36 -3.37
H 1.87 -0.19 -7.27
H 1.11 0.81 -6.04
H 1.30 -0.94 -5.78
H 3.78 1.27 -7.37
H 4.80 1.59 -5.97
H 3.20 2.32 -6.07
H 4.10 -1.22 -6.93
H 3.60 -1.92 -5.38
H 5.04 -0.90 -5.47
H 5.19 0.81 -3.93
H 5.21 1.20 -1.49
H 0.94 0.13 -3.85